[1]
This record from OMol25 describes a 11-piece molecular cluster, C29H62BBr20N2O3 overall. The level of theory is wB97M-V/def2-TZVPD.

Calculated values
net charge: -1
LUMO: 1.5109 eV
multiplicity: 1

Geometry as XYZ:
```
117
Properties=species:S:1:pos:R:3:lowdin_charge:R:1
C 3.88 1.47 1.81 -0.167
C 3.57 2.15 0.33 -0.254
C 2.27 1.51 -0.44 -0.209
C 0.81 1.91 0.22 -0.229
N 0.41 3.31 -0.19 -0.023
B -0.77 3.84 0.63 -0.725
C -0.18 5.22 1.39 -0.140
O 0.83 5.78 0.46 -0.283
O 0.28 6.58 -0.41 -0.105
C -2.03 4.35 -0.29 -0.078
C -3.37 3.41 -0.21 -0.248
O -4.51 3.94 -0.74 -0.111
N -3.47 2.01 0.35 -0.175
C -4.49 2.02 1.49 -0.113
C -4.00 1.07 -0.75 -0.132
H 2.86 1.44 2.38 0.065
H 4.69 2.09 2.43 0.080
H 4.33 0.39 1.67 0.015
H 3.56 3.34 0.39 0.119
H 4.52 1.89 -0.34 0.069
H 2.29 1.92 -1.55 0.096
H 2.39 0.33 -0.39 0.039
H 0.85 1.72 1.37 0.113
H 0.03 1.15 -0.25 0.110
H 0.25 3.41 -1.22 0.019
H -1.18 3.09 1.43 0.071
H 0.41 4.80 2.34 0.112
H -1.03 5.96 1.70 0.101
H 0.62 6.30 -1.32 0.130
H -2.32 5.45 0.02 0.110
H -1.69 4.41 -1.43 0.037
H -5.39 1.28 1.29 0.069
H -4.97 3.09 1.68 0.104
H -4.00 1.70 2.50 0.088
H -4.10 -0.02 -0.28 0.009
H -3.26 1.02 -1.67 0.078
H -5.07 1.40 -1.11 0.069
Br -2.14 -2.07 -1.64 0.712
C -2.74 -3.65 -0.67 -0.670
C -4.24 -3.66 -0.52 -0.679
Br -4.82 -2.42 0.88 0.631
H -2.21 -3.67 0.28 0.053
H -2.41 -4.50 -1.28 0.056
H -4.59 -4.64 -0.19 0.056
H -4.77 -3.38 -1.43 0.053
Br -1.00 3.11 -3.62 0.727
C -1.41 1.60 -4.79 -0.750
C -1.03 0.29 -4.13 -0.716
Br 0.89 -0.01 -4.20 0.599
H -0.89 1.78 -5.73 -0.002
H -2.49 1.65 -4.96 0.021
H -1.47 -0.55 -4.68 0.037
H -1.33 0.23 -3.08 -0.011
Br -3.70 3.32 -7.30 0.640
C -4.11 1.81 -8.47 -0.692
C -3.73 0.50 -7.81 -0.674
Br -1.81 0.20 -7.88 0.672
H -3.59 1.99 -9.41 0.051
H -5.19 1.86 -8.64 0.056
H -4.17 -0.34 -8.36 0.056
H -4.03 0.44 -6.76 0.055
Br 7.32 0.99 -2.04 0.577
C 6.57 1.64 -3.72 -0.685
C 5.06 1.70 -3.66 -0.670
Br 4.27 -0.07 -3.85 0.579
H 6.94 0.99 -4.51 0.050
H 6.99 2.64 -3.85 0.056
H 4.66 2.28 -4.50 0.063
H 4.68 2.12 -2.72 0.038
Br 3.57 -4.56 -2.44 0.588
C 1.85 -4.24 -1.59 -0.696
C 1.66 -2.78 -1.26 -0.682
Br 2.69 -2.26 0.31 0.613
H 1.81 -4.89 -0.71 0.049
H 1.10 -4.57 -2.31 0.053
H 0.62 -2.57 -1.00 0.001
H 1.97 -2.11 -2.08 0.016
Br -7.79 -0.46 -1.25 0.594
C -9.19 0.81 -0.74 -0.692
C -8.74 1.69 0.40 -0.681
Br -8.81 0.73 2.10 0.573
H -10.08 0.22 -0.51 0.049
H -9.37 1.40 -1.64 0.056
H -9.42 2.53 0.53 0.057
H -7.72 2.06 0.29 0.046
Br 3.73 -1.68 3.50 0.615
C 2.70 -2.49 4.94 -0.687
C 2.00 -3.75 4.47 -0.691
Br 0.42 -3.32 3.40 0.590
H 2.01 -1.73 5.31 0.060
H 3.43 -2.73 5.71 -0.035
H 1.62 -4.32 5.32 0.052
H 2.63 -4.40 3.86 0.054
Br 7.01 -3.02 5.54 0.616
C 7.20 -3.65 7.38 -0.700
C 6.04 -4.53 7.78 -0.685
Br 4.44 -3.47 8.16 0.648
H 7.30 -2.76 8.01 0.053
H 8.13 -4.21 7.39 0.055
H 6.26 -5.06 8.71 0.055
H 5.76 -5.26 7.01 0.055
Br 9.76 -1.87 -3.12 0.586
C 11.04 -1.34 -1.74 -0.696
C 10.71 -1.99 -0.42 -0.697
Br 9.20 -1.10 0.45 0.595
H 11.03 -0.25 -1.71 0.053
H 12.01 -1.69 -2.11 0.053
H 11.54 -1.88 0.28 0.054
H 10.45 -3.05 -0.51 0.052
Br -6.47 -0.92 4.46 0.589
C -7.50 -1.74 5.91 -0.694
C -8.20 -2.99 5.44 -0.697
Br -9.78 -2.56 4.37 0.588
H -8.19 -0.97 6.28 0.053
H -6.77 -1.97 6.68 0.056
H -8.58 -3.56 6.29 0.054
H -7.57 -3.64 4.83 0.054
```

=====

[2]
This record from OMol25 describes a 7-piece molecular cluster, C29H62F6N7O15S6 overall. The level of theory is wB97M-V/def2-TZVPD.

Calculated values
net charge: +1
LUMO: -6.3355 eV
multiplicity: 1

Geometry as XYZ:
```
125
Properties=species:S:1:pos:R:3:lowdin_charge:R:1
C 2.72 2.88 0.68 0.044
C 1.61 2.15 1.44 -0.363
O 0.73 2.63 2.08 0.147
N 1.90 0.67 1.61 0.038
H 2.22 0.15 0.77 0.069
H 2.81 0.51 2.10 0.073
C 0.79 0.02 2.40 0.025
H 2.22 3.21 -0.23 0.076
H 3.58 2.24 0.47 0.084
H 3.17 3.72 1.20 0.102
H 1.07 -1.01 2.19 0.086
H -0.19 0.29 2.04 0.085
H 1.08 0.10 3.44 0.089
C -5.90 0.71 1.82 0.017
C -5.03 1.74 1.05 -0.422
C -3.70 1.85 1.84 -0.118
C -2.52 2.40 1.05 -0.167
C -2.20 1.37 -0.02 -0.119
C -3.37 1.07 -0.99 -0.431
N -4.70 1.09 -0.26 0.068
O -5.65 0.55 -0.87 0.212
C -3.17 -0.35 -1.48 -0.005
C -3.44 2.11 -2.07 -0.011
C -5.65 3.12 0.80 0.012
H -5.60 -0.32 1.66 0.105
H -6.95 0.72 1.50 0.091
H -5.97 1.12 2.83 0.115
H -3.45 0.83 2.15 0.103
H -3.81 2.49 2.72 0.147
H -1.73 2.57 1.77 0.110
H -2.77 3.39 0.64 0.107
H -1.99 0.44 0.51 0.112
H -1.26 1.74 -0.45 0.127
H -2.21 -0.61 -1.93 0.082
H -3.85 -0.64 -2.28 0.098
H -3.27 -1.05 -0.66 0.111
H -4.21 1.94 -2.82 0.106
H -2.48 2.11 -2.58 0.093
H -3.68 3.10 -1.68 0.091
H -4.85 3.82 0.54 0.077
H -5.98 3.70 1.66 0.112
H -6.47 3.05 0.09 0.099
C 0.63 -4.14 1.36 0.013
C 1.19 -5.50 1.84 -0.416
C 0.47 -6.60 1.11 -0.125
C 0.83 -6.62 -0.42 -0.140
C 2.22 -5.97 -0.74 -0.116
C 3.28 -6.12 0.37 -0.465
N 2.66 -5.59 1.59 0.062
O 3.50 -5.24 2.45 0.244
C 4.45 -5.32 -0.08 -0.010
C 3.58 -7.64 0.60 0.043
C 0.86 -5.68 3.33 -0.005
H 0.39 -4.09 0.30 0.065
H 1.23 -3.27 1.62 0.093
H -0.33 -3.90 1.82 0.100
H -0.61 -6.59 1.13 0.138
H 0.74 -7.59 1.49 0.114
H 0.06 -6.07 -0.97 0.106
H 0.74 -7.61 -0.87 0.110
H 2.13 -4.90 -0.96 0.093
H 2.45 -6.48 -1.67 0.133
H 4.87 -5.63 -1.04 0.117
H 5.23 -5.43 0.68 0.099
H 4.29 -4.24 -0.11 0.093
H 4.29 -7.72 1.42 0.097
H 4.12 -7.97 -0.29 0.107
H 2.73 -8.26 0.87 0.086
H -0.16 -5.94 3.61 0.110
H 0.96 -4.70 3.81 0.079
H 1.33 -6.47 3.91 0.101
C 1.60 2.30 -3.50 -0.076
C 0.91 3.40 -4.33 -0.223
C 0.35 4.54 -3.48 -0.123
N -0.65 5.39 -4.23 -0.267
C -1.86 4.59 -4.64 0.050
C -1.16 6.59 -3.41 -0.084
C -1.66 7.57 -4.44 -0.156
C -1.03 7.25 -5.80 -0.143
C -0.06 6.11 -5.45 -0.083
H 0.96 2.03 -2.66 0.059
H 2.58 2.69 -3.22 0.090
H 1.58 1.41 -4.12 0.079
H 0.10 2.89 -4.86 0.099
H 1.51 3.87 -5.12 0.115
H 1.16 5.24 -3.28 0.138
H -0.06 4.11 -2.57 0.131
H -2.19 4.07 -3.74 0.088
H -1.46 3.95 -5.42 0.105
H -2.61 5.30 -4.97 0.110
H -1.81 6.17 -2.64 0.137
H -0.33 7.01 -2.86 0.138
H -2.74 7.63 -4.54 0.122
H -1.33 8.59 -4.25 0.126
H -1.72 6.93 -6.58 0.118
H -0.56 8.09 -6.31 0.127
H 0.09 5.46 -6.32 0.139
H 0.87 6.55 -5.11 0.143
N 2.29 -0.56 -0.76 -0.292
S 0.99 -1.40 -1.53 0.617
O 1.22 -2.80 -1.73 -0.259
O 0.19 -0.65 -2.46 -0.281
F 0.00 -1.43 -0.24 -0.208
S 3.45 -0.87 -1.71 0.447
O 3.42 -0.13 -2.96 -0.300
O 3.90 -2.23 -1.85 -0.263
F 4.62 -0.03 -1.02 -0.174
N -2.24 -1.71 6.15 -0.264
S -0.94 -2.52 5.44 0.580
O -0.92 -2.75 4.02 -0.333
O -0.23 -3.46 6.25 -0.260
F -0.02 -1.18 5.59 -0.223
S -3.20 -1.72 4.96 0.422
O -3.59 -3.06 4.63 -0.303
O -2.97 -0.69 3.98 -0.321
F -4.55 -1.24 5.74 -0.215
N 3.98 0.38 3.28 -0.303
S 5.48 -0.37 2.99 0.583
O 5.52 -1.79 3.14 -0.265
O 6.67 0.38 3.20 -0.240
F 5.38 -0.34 1.34 -0.247
S 3.92 -0.02 4.79 0.438
O 4.99 0.48 5.59 -0.246
O 3.45 -1.36 4.99 -0.262
F 2.71 0.96 5.17 -0.191
```

=====

[3]
This record from OMol25 describes a 3-piece molecular cluster, C29H62N6O4P2S overall. The level of theory is wB97M-V/def2-TZVPD.

Calculated values
LUMO: -1.3582 eV
multiplicity: 1
SMILES: CCCCCCCCCCCC1=CC(=O)C(S)=CC1=O.CN(C)P(=O)(N(C)C)N(C)C.CN(C)P(=O)(N(C)C)N(C)C

Geometry as XYZ:
```
104
Properties=species:S:1:pos:R:3:lowdin_charge:R:1
C -2.88 0.03 -1.82 -0.087
C -1.98 0.37 -3.02 -0.255
C -2.68 1.28 -4.03 -0.211
C -2.47 2.78 -3.80 -0.206
C -0.99 3.17 -3.68 -0.225
C -0.68 4.63 -4.06 -0.186
C 0.57 4.87 -4.94 -0.194
C 1.73 3.88 -4.74 -0.196
C 2.05 2.96 -5.94 -0.182
C 0.85 2.56 -6.82 -0.182
C 1.09 1.22 -7.54 -0.133
C 0.74 0.04 -6.68 -0.124
C -0.47 -0.53 -6.73 0.055
C -0.85 -1.70 -5.92 -0.412
O -1.86 -2.33 -6.15 0.090
C 0.08 -2.11 -4.82 -0.546
S -0.44 -3.28 -3.64 0.878
C 1.29 -1.54 -4.76 -0.012
C 1.74 -0.54 -5.74 -0.330
O 2.91 -0.24 -5.78 0.110
H -3.52 -0.81 -2.08 0.073
H -2.27 -0.26 -0.97 0.067
H -3.48 0.91 -1.56 0.069
H -1.76 -0.57 -3.54 0.063
H -1.03 0.75 -2.67 0.097
H -3.75 1.06 -3.98 0.111
H -2.35 1.05 -5.05 0.093
H -3.03 3.15 -2.94 0.112
H -2.88 3.31 -4.68 0.103
H -0.40 2.43 -4.23 0.085
H -0.72 3.04 -2.63 0.112
H -1.54 4.99 -4.64 0.097
H -0.67 5.24 -3.16 0.106
H 0.94 5.86 -4.67 0.100
H 0.25 4.95 -5.98 0.098
H 2.63 4.46 -4.55 0.102
H 1.60 3.26 -3.85 0.102
H 2.58 2.08 -5.60 0.088
H 2.73 3.50 -6.59 0.112
H -0.11 2.58 -6.30 0.100
H 0.78 3.31 -7.61 0.109
H 2.13 1.15 -7.83 0.124
H 0.45 1.18 -8.42 0.116
H -1.26 -0.17 -7.38 0.135
H -1.19 -4.06 -4.43 -0.100
H 1.97 -1.81 -3.96 0.119
C 0.40 -4.97 -0.53 -0.139
N 0.80 -4.10 0.56 -0.327
C 1.11 -2.76 0.06 -0.137
P -0.19 -4.01 1.97 0.674
O -1.48 -3.45 1.47 -0.290
N -0.70 -5.54 2.54 -0.317
C -0.16 -6.80 2.09 -0.143
C -2.12 -5.67 2.87 -0.139
N 1.16 -3.98 3.10 -0.292
C 1.00 -2.97 4.15 -0.136
C 2.56 -4.03 2.67 -0.136
H 1.11 -4.88 -1.35 0.069
H -0.60 -4.72 -0.92 0.070
H 0.40 -6.02 -0.24 0.053
H 1.44 -2.12 0.88 0.071
H 0.24 -2.29 -0.41 0.075
H 1.92 -2.82 -0.66 0.085
H -0.63 -7.14 1.16 0.075
H -0.32 -7.57 2.84 0.080
H 0.92 -6.74 1.93 0.076
H -2.74 -5.85 1.99 0.083
H -2.48 -4.77 3.36 0.069
H -2.25 -6.50 3.57 0.079
H 1.13 -1.95 3.77 0.062
H 1.70 -3.13 4.97 0.082
H -0.01 -3.04 4.57 0.076
H 2.91 -3.11 2.19 0.073
H 2.74 -4.86 2.01 0.072
H 3.16 -4.19 3.57 0.085
C -0.13 4.46 4.82 -0.119
N -0.74 3.27 5.41 -0.342
C -2.17 3.24 5.12 -0.142
P -0.02 1.73 5.11 0.703
O -0.08 1.63 3.61 -0.296
N 1.69 1.70 5.29 -0.319
C 2.46 2.76 5.90 -0.142
C 2.45 1.04 4.24 -0.139
N -0.18 1.21 6.80 -0.295
C -0.70 -0.16 6.93 -0.131
C -0.74 2.05 7.85 -0.138
H -0.73 5.33 5.09 0.083
H -0.07 4.41 3.73 0.088
H 0.86 4.64 5.22 0.053
H -2.63 2.36 5.59 0.072
H -2.37 3.19 4.05 0.084
H -2.65 4.12 5.54 0.084
H 2.69 3.56 5.18 0.077
H 3.41 2.37 6.28 0.080
H 1.95 3.20 6.76 0.073
H 2.61 1.69 3.37 0.085
H 1.94 0.15 3.89 0.043
H 3.42 0.73 4.63 0.081
H -1.77 -0.22 6.69 0.080
H -0.55 -0.53 7.94 0.079
H -0.16 -0.83 6.25 0.065
H -1.83 2.20 7.76 0.075
H -0.26 3.03 7.87 0.070
H -0.54 1.57 8.80 0.086
```

=====

Listing max |F| for the structures above in their given order: 7.22, 7.28, 5.43 eV Å⁻¹.
Listing total energy for the structures above in their given order: -1441721.6077, -153519.3774, -77619.7936 eV.
Listing M for the structures above in their given order: 2095.72, 1055.24, 652.87 g/mol.